A molecular structure, C29H23BBrF2N3O2Pd. Source: OMol25; level of theory: wB97M-V/def2-TZVPD.

```
62
Properties=species:S:1:pos:R:3:mulliken_charge:R:1
Pd 0.048 0.081 -0.517 -0.269
C 2.081 3.890 0.248 -0.588
O 2.590 3.251 -0.985 -0.423
C 1.937 2.130 -1.099 -0.190
N 0.963 1.913 -0.267 0.355
C 0.754 3.160 0.511 -0.709
C 0.412 2.978 1.962 0.308
C 0.856 1.888 2.700 -0.007
C 0.519 1.776 4.044 -0.773
C -0.244 2.758 4.656 -0.530
C -0.674 3.857 3.922 -0.724
C -0.355 3.963 2.578 -0.620
C 2.268 1.154 -2.177 0.415
C 3.262 1.178 -3.142 -0.476
C 3.302 0.106 -4.034 -0.531
C 2.393 -0.950 -3.969 -0.466
C 1.437 -0.890 -2.966 0.195
N 1.421 0.141 -2.142 0.290
C 0.336 -1.823 -2.603 -0.412
N -0.354 -1.633 -1.523 0.699
C -1.413 -2.651 -1.430 -0.571
C -1.175 -3.461 -2.731 -0.456
O -0.003 -2.821 -3.362 -0.433
C -2.764 -2.000 -1.264 0.285
C -3.741 -2.649 -0.517 -0.488
C -4.985 -2.063 -0.339 -0.732
C -5.255 -0.818 -0.893 -0.516
C -4.285 -0.167 -1.639 -0.810
C -3.042 -0.757 -1.831 -0.154
H 1.978 4.950 0.046 0.345
H 2.825 3.710 1.022 0.395
H -0.071 3.681 0.018 0.725
H 1.487 1.135 2.250 0.556
H 0.866 0.924 4.613 0.471
H -0.500 2.673 5.703 0.438
H -1.267 4.628 4.396 0.438
H -0.719 4.809 2.006 0.459
H 3.975 1.988 -3.211 0.607
H 4.063 0.093 -4.803 0.490
H 2.439 -1.770 -4.671 0.600
H -1.211 -3.276 -0.558 0.571
H -1.994 -3.391 -3.442 0.354
H -0.900 -4.496 -2.557 0.346
H -3.530 -3.610 -0.064 0.485
H -5.741 -2.575 0.240 0.430
H -6.224 -0.361 -0.746 0.448
H -4.496 0.797 -2.082 0.438
H -2.312 -0.254 -2.458 0.471
F -2.060 -0.444 1.614 -0.103
B -1.535 0.366 0.744 0.368
F -2.040 1.556 0.500 -0.100
Br 3.515 -3.786 3.607 -0.106
C 2.478 -2.693 2.484 -0.327
C 1.105 -2.879 2.413 -0.767
C 0.327 -2.074 1.588 -0.272
C 0.959 -1.090 0.861 1.801
C 2.327 -0.891 0.898 -0.503
C 3.090 -1.704 1.728 -0.550
H 0.632 -3.652 3.004 0.494
H -0.740 -2.230 1.558 0.622
H 2.824 -0.121 0.325 0.206
H 4.161 -1.558 1.784 0.498
```

Calculated values
**Total charge**: +2
**LUMO energy**: -7.712 eV
**Energy above the lowest of the compared OMol25 structures with the same formula, charge and spin**: 50.8 kcal per mole
**Energy**: -4359.6832 Eh



A single C17H25NO4 molecule. Source: OMol25; level of theory: wB97M-V/def2-TZVPD.

```
47
Properties=species:S:1:pos:R:3:mulliken_charge:R:1
C 5.060 -2.255 4.764 -1.366
C 4.821 -2.233 3.259 -0.200
C 3.623 -3.097 2.870 -0.710
C 3.411 -3.201 1.360 -0.643
C 2.973 -1.884 0.724 -0.190
C 2.685 -2.059 -0.769 -0.944
O 2.315 -0.850 -1.399 -0.431
C 1.056 -0.361 -1.245 0.772
C 0.814 0.871 -1.858 -1.016
C -0.430 1.457 -1.792 -0.222
C -1.472 0.836 -1.109 0.080
C -1.229 -0.382 -0.497 -1.007
C 0.017 -0.983 -0.561 -0.117
H 0.157 -1.935 -0.074 0.426
H -2.024 -0.880 0.038 0.373
C -2.844 1.473 -1.056 0.188
C -2.663 2.877 -0.527 0.183
O -2.647 3.885 -1.189 -0.615
O -2.478 2.887 0.794 -0.478
H -2.316 3.790 1.113 0.374
H -3.468 0.920 -0.348 0.694
C -3.505 1.467 -2.443 -0.798
C -4.958 1.915 -2.340 0.407
O -5.866 1.141 -2.114 -0.670
N -5.137 3.239 -2.524 -0.158
H -4.325 3.837 -2.577 0.258
C -6.428 3.869 -2.400 -0.963
H -7.169 3.079 -2.283 0.352
H -6.654 4.450 -3.295 0.293
H -6.462 4.527 -1.529 0.303
H -2.949 2.117 -3.119 0.301
H -3.490 0.447 -2.827 0.457
H -0.594 2.411 -2.271 0.379
H 1.626 1.346 -2.386 0.428
H 1.923 -2.832 -0.931 0.406
H 3.598 -2.369 -1.286 0.382
H 2.079 -1.510 1.228 0.371
H 3.755 -1.131 0.832 0.203
H 2.645 -3.956 1.165 0.344
H 4.335 -3.541 0.887 0.300
H 3.776 -4.103 3.268 0.368
H 2.720 -2.693 3.335 0.306
H 5.711 -2.602 2.745 0.279
H 4.653 -1.203 2.940 0.248
H 4.187 -1.879 5.294 0.340
H 5.913 -1.634 5.025 0.375
H 5.256 -3.269 5.106 0.337
```

Calculated values
**LUMO energy**: 0.639 eV
**Energy above the lowest of the compared OMol25 structures with the same formula, charge and spin**: 4.7 kcal per mole
**Energy**: -1018.5457 Eh
**Structure (SMILES)**: CCCCCCOc1ccc([C@H](CC(=O)NC)C(=O)O)cc1